[1]
15
Properties=species:S:1:pos:R:3 method="wB97M-V/def2-TZVPD" relative_energy_kcal_mol=57.52 homo_energy_ev=-8.4 gap_ev=9.09
C 0.835 -0.028 2.646
C 1.141 -0.514 1.279
C 0.427 -0.158 0.132
O -0.738 0.416 0.114
C 0.836 -0.822 -1.081
N 0.952 -1.602 -1.909
H 1.691 0.394 3.243
H 0.626 -0.962 3.302
H -0.065 0.510 2.663
H 1.966 -1.319 1.089
H -1.304 0.498 -0.698
N -1.648 0.874 -2.415
H -1.768 0.069 -2.963
H -0.688 1.061 -2.647
H -2.266 1.583 -2.754



[2]
77
Properties=species:S:1:pos:R:3 method="wB97M-V/def2-TZVPD" relative_energy_kcal_mol=43.06 homo_energy_ev="-2.6 / -2.6" s2=3.79 charge=-2 gap_ev="6.04 / 6.04" spin_multiplicity=4
V 0.675 -0.271 0.084
C -2.654 2.661 -1.658
C -2.822 1.638 -0.585
N -2.482 1.931 0.609
N -2.795 0.984 1.552
C -1.925 0.438 2.287
S -0.178 0.469 2.379
S -2.577 -0.674 3.531
C -4.344 -0.724 3.119
C -5.125 0.553 3.285
C -5.206 1.180 4.523
C -5.906 2.369 4.672
C -6.537 2.948 3.580
C -6.474 2.319 2.344
C -5.779 1.128 2.200
C -3.291 0.274 -0.942
C -4.577 0.043 -1.402
C -5.073 -1.249 -1.550
C -4.255 -2.320 -1.215
C -2.951 -2.117 -0.795
C -2.426 -0.819 -0.696
O -1.173 -0.608 -0.405
H -2.812 3.668 -1.274
H -1.636 2.626 -2.054
H -3.326 2.467 -2.496
H -4.449 -1.114 2.106
H -4.729 -1.472 3.819
H -4.688 0.744 5.370
H -5.942 2.855 5.640
H -7.058 3.892 3.687
H -6.943 2.773 1.479
H -5.707 0.650 1.231
H -5.215 0.896 -1.610
H -6.084 -1.413 -1.902
H -4.635 -3.334 -1.292
H -2.304 -2.951 -0.548
C 3.211 2.266 2.596
C 4.311 2.007 1.573
C 4.474 0.531 1.210
S 3.481 -0.178 -0.133
O 4.087 -1.517 -0.310
C 4.046 0.797 -1.518
C 3.257 0.481 -2.788
C 3.748 -0.767 -3.514
H 3.060 3.337 2.734
H 3.466 1.818 3.560
H 2.256 1.851 2.278
H 5.268 2.342 1.984
H 4.144 2.613 0.679
H 4.246 -0.121 2.057
H 5.484 0.285 0.870
H 5.102 0.526 -1.614
H 3.973 1.852 -1.262
H 3.322 1.359 -3.436
H 2.199 0.366 -2.537
H 4.755 -0.613 -3.912
H 3.089 -1.012 -4.348
H 3.779 -1.620 -2.836
Se 0.189 4.041 -3.845
Sb 1.596 3.858 -1.918
Se 4.017 4.214 -2.308
Se 1.910 5.812 -0.470
Se 0.881 2.064 -0.197
Br 1.730 -7.354 2.156
C 1.184 -6.233 0.718
C 0.621 -6.815 -0.406
C 0.247 -6.005 -1.469
C 0.442 -4.634 -1.404
C 0.983 -4.069 -0.256
C 1.361 -4.867 0.817
C 1.222 -2.596 -0.205
O 1.420 -2.044 0.920
O 1.184 -1.909 -1.256
H 0.472 -7.886 -0.444
H -0.197 -6.450 -2.350
H 0.169 -3.982 -2.222
H 1.785 -4.405 1.698



[3]
107
Properties=species:S:1:pos:R:3 method="wB97M-V/def2-TZVPD" relative_energy_kcal_mol=22.80 homo_energy_ev=-14.1 charge=+2 gap_ev=7.55
N 9.561 -7.312 7.395
H 10.045 -6.785 6.628
H 9.746 -6.975 8.337
H 9.924 -8.256 7.234
H 8.532 -7.298 7.304
N 10.223 -3.007 6.419
H 10.234 -4.034 6.231
H 9.803 -2.403 5.696
H 11.189 -2.681 6.445
H 9.779 -2.800 7.314
N 13.184 -5.331 7.817
H 13.139 -5.216 8.831
H 13.917 -6.007 7.591
H 13.292 -4.382 7.462
H 12.313 -5.717 7.364
C 11.088 -6.003 4.847
O 10.912 -4.710 4.278
O 10.945 -5.868 6.214
C 10.130 -6.954 4.069
F 9.520 -7.801 4.941
F 9.171 -6.405 3.332
F 10.833 -7.781 3.268
C 12.045 -4.301 3.484
C 11.779 -2.954 2.864
H 11.578 -2.203 3.633
H 12.691 -2.628 2.360
H 10.970 -3.017 2.142
H 12.196 -5.031 2.681
H 12.972 -4.424 4.057
H 12.065 -6.451 4.641
C 9.142 -10.771 3.703
Cl 10.821 -10.819 4.267
Cl 8.029 -10.394 4.953
Cl 8.790 -12.367 2.934
H 9.023 -10.080 2.877
C 12.146 0.730 4.792
C 12.390 2.183 4.504
C 13.107 2.449 3.196
O 12.251 3.340 2.527
C 11.045 3.395 3.124
O 10.083 3.890 2.654
O 11.154 2.912 4.401
H 11.520 0.305 4.005
H 11.613 0.676 5.747
H 13.046 0.121 4.888
H 12.991 2.590 5.319
H 13.336 1.559 2.610
H 14.056 2.871 3.531
C 13.669 -8.565 1.871
C 14.444 -7.980 3.051
C 14.867 -9.070 4.075
O 16.250 -9.175 3.922
C 16.737 -8.240 3.065
O 17.857 -8.197 2.675
O 15.706 -7.550 2.571
H 13.382 -7.745 1.213
H 12.753 -8.938 2.334
H 14.200 -9.362 1.357
H 13.890 -7.227 3.612
H 14.332 -9.990 3.819
H 14.577 -8.883 5.114
C 10.491 0.191 1.528
C 9.968 -0.112 0.120
C 10.689 -1.134 -0.758
O 9.560 -1.798 -1.296
C 8.386 -1.457 -0.702
O 7.374 -2.019 -0.957
O 8.606 -0.471 0.189
H 10.321 -0.655 2.201
H 10.055 1.043 2.049
H 11.563 0.409 1.498
H 10.058 0.897 -0.300
H 11.273 -1.799 -0.112
H 11.396 -0.665 -1.436
C 5.073 -3.751 3.747
C 5.933 -4.929 3.331
O 7.232 -4.769 3.897
S 7.318 -3.326 4.624
O 8.522 -2.615 4.327
O 7.042 -3.558 6.032
O 6.063 -2.709 3.871
H 4.353 -3.848 4.562
H 4.371 -3.484 2.955
H 5.969 -4.978 2.244
H 5.555 -5.871 3.732
C 4.778 -8.618 8.692
C 4.405 -9.613 7.611
O 5.422 -9.432 6.618
S 5.747 -7.860 6.511
O 4.679 -7.190 5.830
O 7.130 -7.645 6.120
O 5.682 -7.655 8.103
H 5.264 -9.034 9.577
H 3.978 -8.063 9.186
H 3.444 -9.461 7.115
H 4.351 -10.635 7.980
C 17.434 -5.344 0.155
C 16.220 -6.128 -0.425
O 15.379 -5.127 -0.942
S 15.426 -3.821 0.093
O 14.814 -4.083 1.387
O 15.124 -2.628 -0.601
O 17.037 -4.002 0.387
H 18.332 -5.437 -0.451
H 17.699 -5.786 1.119
H 15.640 -6.680 0.321
H 16.606 -6.903 -1.085



[4]
52
Properties=species:S:1:pos:R:3 method="wB97M-V/def2-TZVPD" homo_energy_ev=-10.9 charge=+1 gap_ev=4.18
O 0.336 3.624 4.915
N 0.349 4.296 4.052
O -0.200 3.423 2.506
S -1.594 2.798 2.415
I -3.180 4.208 3.476
H -1.567 1.832 3.377
C 4.768 0.832 -2.684
O 4.068 1.430 -1.611
C 2.678 1.559 -1.818
C 1.902 1.222 -0.562
O 1.899 -0.150 -0.207
C 3.087 -0.735 0.313
C 3.387 -0.287 1.725
O 3.802 1.070 1.780
C 3.181 1.774 2.819
H 4.897 1.527 -3.520
H 5.750 0.548 -2.310
H 4.253 -0.064 -3.045
H 2.340 0.916 -2.637
H 2.445 2.599 -2.086
H 0.852 1.450 -0.774
H 2.222 1.859 0.265
H 3.935 -0.597 -0.357
H 2.879 -1.806 0.370
H 4.161 -0.930 2.160
H 2.470 -0.415 2.312
H 2.104 1.545 2.812
H 3.313 2.839 2.619
H 3.599 1.545 3.806
C -4.914 0.012 -2.689
O -4.612 -0.918 -1.673
C -4.499 -2.256 -2.127
C -3.340 -2.979 -1.477
O -2.059 -2.534 -1.892
C -1.573 -1.310 -1.376
C -1.148 -1.355 0.074
O -2.258 -1.404 0.963
C -2.064 -2.243 2.076
H -5.966 -0.040 -2.990
H -4.714 1.007 -2.292
H -4.287 -0.145 -3.574
H -4.378 -2.283 -3.215
H -5.418 -2.801 -1.875
H -3.394 -4.017 -1.811
H -3.440 -2.974 -0.390
H -2.274 -0.490 -1.548
H -0.667 -1.105 -1.951
H -0.566 -0.449 0.284
H -0.490 -2.215 0.233
H -1.650 -3.213 1.781
H -3.036 -2.407 2.539
H -1.391 -1.793 2.819



[5]
18
Properties=species:S:1:pos:R:3 method="wB97M-V/def2-TZVPD" relative_energy_kcal_mol=52.10 homo_energy_ev=-3.6 charge=-1 gap_ev=7.51
C -1.036 -1.552 1.065
C 0.082 -2.212 0.107
C -0.890 0.025 1.087
O -0.165 0.337 1.964
O -1.562 0.644 0.273
H -2.095 -1.862 0.834
H -1.074 -1.973 2.025
H -0.414 -3.186 -0.177
H 1.060 -2.467 0.613
H -0.011 -1.609 -0.869
C 1.631 1.724 -2.566
C 1.391 1.161 -1.176
H 1.393 2.718 -2.799
H 2.691 1.808 -2.805
H 1.205 0.919 -3.302
H 2.186 1.519 -0.606
H 0.553 1.242 -0.619
H 1.257 0.168 -1.297